{"formula": "C19H22F6IN3O5S", "method": "the ωB97M-V functional and the def2-TZVPD basis", "species": ["F", "H", "O", "I", "F", "C", "C", "H", "C", "F", "C", "C", "C", "O", "H", "C", "H", "N", "H", "H", "H", "H", "O", "F", "H", "C", "O", "C", "C", "H", "H", "F", "H", "C", "C", "H", "H", "C", "H", "C", "H", "S", "H", "H", "C", "H", "C", "C", "C", "H", "F", "O", "H", "N", "H", "N", "C"], "coordinates": [[5.427550, 1.174662, -1.055700], [-4.242668, 0.057319, -1.053006], [2.963311, -5.870467, 1.169175], [2.648671, 4.777700, -4.001251], [5.363866, -6.944334, 2.588262], [2.757437, 2.813592, -1.529397], [2.251843, 2.129394, -0.396885], [4.402991, -7.085467, 0.340791], [-6.817804, 0.456847, -0.437192], [5.411762, -0.370523, 0.453511], [-8.429381, 2.242819, -0.256831], [0.870329, 2.409568, -0.085264], [5.274833, -5.859192, 1.789536], [3.941367, 1.854085, 1.570730], [0.450514, 0.651822, 1.146666], [4.650419, 0.269174, -0.451724], [-1.353654, 1.434413, -1.116911], [0.691263, 3.924293, -1.953105], [3.796506, 2.661584, -1.852913], [-0.696955, 3.489654, -0.629586], [3.128519, -3.707323, -0.126604], [4.122317, -3.624729, -1.567915], [-6.492134, -0.881351, -0.647270], [4.150468, -0.641854, -1.276063], [-3.431363, 2.639179, 0.105221], [0.193819, 1.727677, 1.101563], [2.597560, -0.048437, 1.214861], [-1.976790, 1.210328, -0.226726], [-4.334372, 0.799877, -0.237972], [-6.323998, -1.271625, 0.223026], [-4.068120, 0.327743, 0.739610], [5.105799, -4.799147, 2.601899], [-2.060730, 0.111551, -0.170784], [-8.160318, 0.869797, -0.437454], [-6.055381, 2.734503, -0.011199], [-7.621071, 4.240925, 0.088114], [5.072208, -3.087538, 1.264448], [-5.753151, 1.376110, -0.225551], [5.061541, -2.025518, -0.106874], [-7.394614, 3.175160, -0.045626], [0.539393, 2.220144, 2.035821], [3.284106, 1.039932, 0.576533], [-1.684247, 2.867561, 1.250207], [6.191959, -3.379783, -0.067771], [-1.367316, 1.819201, 1.092213], [-5.233560, 3.435380, 0.180048], [4.165670, -6.060923, 0.701094], [1.942926, 3.712359, -2.294415], [4.134281, -3.914039, -0.509630], [-1.739485, 1.168198, 1.905409], [6.507063, -5.719917, 1.226435], [4.412090, -5.293380, -0.516917], [-9.475734, 2.578054, -0.290074], [0.271166, 3.279576, -0.886071], [-8.950445, 0.120557, -0.579306], [-3.300864, 1.838399, -0.504287], [5.180608, -3.053590, 0.183103]], "forces_ev_per_a": [[-0.77, -0.28, -0.21], [-0.18, 0.24, 0.59], [0.40, -0.13, 0.39], [-0.29, -0.68, 0.97], [-0.17, 0.07, -0.05], [0.36, -0.41, 0.32], [-0.89, 1.30, -2.21], [-0.01, -0.10, -0.10], [0.07, 0.73, 0.29], [-0.70, 2.04, -0.27], [0.09, -0.09, -0.05], [2.11, -1.43, 0.63], [0.26, 0.15, -0.49], [0.06, 0.78, -1.58], [0.35, 0.73, -0.19], [1.05, -1.13, 0.55], [-0.02, -0.33, 0.51], [0.79, 0.33, -0.57], [-0.52, 0.09, 0.19], [0.18, 0.02, -0.38], [0.03, -0.13, 0.24], [-0.03, -0.12, -0.06], [-0.27, 0.29, 0.39], [-0.03, 1.25, -0.39], [-0.04, -0.28, 0.06], [-1.40, 0.44, 0.09], [-0.62, 0.03, -1.89], [-0.11, 1.57, -0.19], [-0.03, 0.99, -0.08], [0.00, -0.09, -0.29], [-0.55, -0.09, -0.53], [-0.05, -0.14, 0.11], [0.06, 0.51, 0.12], [0.81, 0.48, 0.02], [-0.32, -0.61, -0.14], [0.06, -0.57, -0.04], [0.06, -0.03, 0.01], [-0.45, -0.41, -0.06], [0.03, -1.07, -0.16], [0.15, -0.56, -0.05], [0.22, -0.39, -0.55], [0.73, -0.44, 4.13], [-0.08, -0.48, -0.03], [-0.05, -0.05, -0.06], [0.57, -0.95, -0.89], [-0.54, -0.14, -0.16], [-1.43, 0.22, 0.12], [0.10, -0.29, 0.31], [0.01, -0.12, -0.27], [0.20, 0.78, -0.08], [0.06, 0.03, 0.14], [0.97, 0.12, -0.11], [0.57, -0.10, 0.07], [-1.26, -0.39, 1.44], [0.38, 0.47, 0.03], [0.19, -1.28, 0.23], [-0.13, -0.34, 0.22]], "multiplicity": 1, "gap_ev": 1.6, "lumo_ev": -3.883}



{"formula": "CH6NO", "method": "the ωB97M-V functional and the def2-TZVPD basis", "species": ["H", "C", "O", "H", "H", "N", "H", "H", "H"], "coordinates": [[-0.850918, -1.361993, 1.667089], [0.809391, 0.565589, -0.731232], [-1.415312, -0.840672, 2.222688], [-1.185481, 0.371509, -0.349863], [-0.423925, -0.878010, 0.053317], [-0.423819, -0.200683, -0.696594], [1.617371, 0.026546, -0.224031], [0.788508, 1.511976, -0.172244], [1.084187, 0.805737, -1.769129]], "forces_ev_per_a": [[0.50, -0.68, -0.21], [0.31, 0.24, 0.37], [-0.49, 0.57, 0.35], [-0.03, 0.17, -0.16], [0.30, -0.08, 0.11], [-0.48, 0.07, -0.14], [0.03, -0.17, -0.44], [-0.32, 0.01, -0.10], [0.17, -0.12, 0.23]], "total_charge": -1, "multiplicity": 1, "gap_ev": 6.6, "lumo_ev": 4.320, "e_above_lowest_kj_mol": 43.9}



{"formula": "CHFeO3", "method": "the ωB97M-V functional and the def2-TZVPD basis", "species": ["C", "O", "O", "H", "Fe", "O"], "coordinates": [[-1.190509, -0.090886, -0.290781], [-2.281583, 0.396469, 0.164092], [-0.025198, 0.070122, -0.528862], [3.408232, 0.379929, 0.369108], [1.814347, 0.361546, -0.008735], [-1.725290, -1.117178, 0.295176]], "forces_ev_per_a": [[1.72, -1.53, 2.52], [-0.28, -0.19, -0.62], [-0.80, 1.22, -1.64], [-0.84, -0.02, -0.12], [1.92, 0.20, 0.22], [-1.72, 0.31, -0.36]], "total_charge": 1, "multiplicity": 5, "gap_ev": [7.8, 8.3], "lumo_ev": [-7.533, -7.533], "e_above_lowest_kj_mol": 0.0}



{"formula": "C4H19NO9", "method": "the ωB97M-V functional and the def2-TZVPD basis", "species": ["O", "H", "H", "H", "O", "H", "N", "H", "O", "H", "C", "H", "C", "O", "C", "H", "H", "H", "H", "C", "H", "H", "O", "O", "H", "H", "O", "H", "O", "H", "O", "H", "H"], "coordinates": [[0.989015, 1.919501, 3.538166], [-1.411053, 2.078117, -1.413125], [-2.762600, 0.547375, 2.206191], [-3.288605, -0.869446, 2.272668], [3.901296, 1.154182, -0.876169], [0.010786, 0.243179, -2.990275], [-0.542352, 1.681266, -1.728529], [-1.692561, -1.486776, -2.602318], [0.867444, -1.604952, -1.607606], [-0.468619, -2.230896, 3.189692], [0.510658, -0.431891, -1.093724], [0.883464, 0.977288, 3.477677], [-0.480180, 0.267428, -2.017500], [1.583378, -3.270985, 0.313909], [0.511946, 2.436411, -2.141022], [-2.368573, 0.079114, -2.914540], [1.571510, 2.492840, 3.053063], [0.646619, 3.393750, -1.621113], [0.721967, -3.219240, 2.805562], [-1.769851, -0.486072, -2.190119], [0.842024, -3.887640, 0.313805], [3.564414, 1.655578, -1.615968], [0.084659, -2.575833, 2.483973], [-3.006025, -0.152381, 2.849690], [-1.090383, 0.653220, 0.859023], [3.135834, 0.790313, -0.454349], [1.427441, 1.911253, -2.751292], [1.325780, -2.067940, -0.843663], [0.822301, -0.137091, 0.048351], [-2.426723, -0.597745, -1.332597], [-1.851375, 1.237512, 0.716523], [1.350503, -2.581008, 0.958336], [-1.592152, 2.081577, 1.107271]], "forces_ev_per_a": [[-1.61, 1.24, 1.66], [0.21, 0.07, 0.34], [-0.11, -0.44, 0.34], [-0.09, -0.04, 0.11], [0.92, 0.16, 0.04], [0.10, -0.39, -0.08], [-0.71, 0.29, -0.30], [0.68, 0.00, -0.08], [0.39, 0.55, 0.49], [0.18, -0.18, 0.24], [-0.75, -1.25, 0.41], [1.00, -0.14, -1.02], [1.33, 0.17, -0.72], [0.30, 0.18, 0.13], [0.71, -1.35, 1.18], [0.05, -0.07, 0.01], [0.59, -1.11, -0.71], [-0.56, 0.45, -0.59], [-0.27, 0.05, 0.60], [-1.59, 0.37, -0.28], [-0.02, 0.16, 0.03], [-0.29, 0.14, -0.39], [-0.02, 0.13, -0.59], [0.13, 0.20, -0.33], [0.24, 0.18, -0.15], [-0.76, -0.33, 0.35], [0.23, 0.63, -0.24], [-0.16, -0.41, -0.93], [-0.14, 0.67, -0.39], [0.28, 0.27, 0.53], [-0.23, 0.12, 0.30], [-0.17, -0.23, 0.04], [0.13, -0.11, 0.00]], "multiplicity": 1, "gap_ev": 10.2, "lumo_ev": 0.088, "smiles": "C[C@@H](NC=O)C(=O)O.O.O.O.O.O.O", "e_above_lowest_kj_mol": 49.0}



Question: Among the records above, which one has the highest multiplicity?
Answer: CHFeO3



Question: What is the multiplicity in the third record?
Answer: 5